[1]
Below is one molecule with the formula C5H8N2, with properties calculated with wB97M-V/def2-TZVPD.

Total charge: 0
Orbital gap (eV): 9.3
E_tot (eV): -8289.653
ΔE to the lowest compared entry with this formula, charge and spin (kcal per mole): 123.22
Highest occupied orbital energy (eV): -8.3

Last column: Löwdin charge in e.
Positions of all 15 atoms, in Å:
C1 0.734 -2.118 1.445  -0.135
N1 0.507 -0.880 0.765  -0.056
C2 1.367 0.047 0.679  -0.226
N2 1.121 1.235 -0.080  0.086
C3 -0.096 1.104 -0.431  -0.364
C4 -1.147 1.668 -1.802  -0.031
C5 -1.170 0.396 -0.530  0.041
H1 0.626 -2.937 0.722  0.078
H2 1.718 -2.199 1.928  0.070
H3 -0.056 -2.254 2.191  0.074
H4 2.325 0.042 1.212  0.120
H5 -1.077 2.754 -1.697  0.083
H6 -0.644 1.298 -2.693  0.083
H7 -2.212 1.432 -1.898  0.083
H8 -2.004 0.354 0.156  0.094

---

[2]
Below is C7H4Br2F2 as an isolated structure, with properties calculated with wB97M-V/def2-TZVPD.

Total charge: 0
Orbital gap (eV): 10.1
E_tot (eV): -152843.289
ΔE to the lowest compared entry with this formula, charge and spin (kcal per mole): 0.00
Highest occupied orbital energy (eV): -9.7

Last column: Löwdin charge in e.
Positions of all 15 atoms, in Å:
C1 -1.415 -0.622 1.041  -0.074
C2 -2.144 0.084 0.098  -0.072
C3 -0.039 -0.709 0.928  -0.090
C4 -1.504 0.691 -0.967  -0.001
C5 0.606 -0.098 -0.135  -0.206
C6 -0.125 0.609 -1.075  -0.239
C7 2.244 -0.034 -0.112  -1.180
F1 0.479 1.241 -2.091  0.084
F2 2.751 0.404 -1.256  -0.057
Br1 2.960 -1.835 0.202  0.701
Br2 2.819 1.158 1.324  0.706
H1 -1.906 -1.087 1.879  0.105
H2 -3.214 0.175 0.195  0.108
H3 0.537 -1.235 1.674  0.094
H4 -2.050 1.258 -1.703  0.120

---

[3]
Below is a 7-piece molecular cluster, H14O7 overall, with properties calculated with wB97M-V/def2-TZVPD.

Total charge: 0
Orbital gap (eV): 11.8
SMILES: O.O.O.O.O.O.O
E_tot (eV): -14560.870
ΔE to the lowest compared entry with this formula, charge and spin (kcal per mole): 13.64
Highest occupied orbital energy (eV): -11.3

Last column: Löwdin charge in e.
Positions of all 21 atoms, in Å:
O1 1.118 -0.958 1.684  -0.050
H1 1.901 -1.472 1.913  0.079
H2 0.794 -1.246 0.814  0.009
O2 0.554 1.652 1.122  -0.075
H3 0.881 0.782 1.453  0.023
H4 -0.299 1.465 0.696  0.000
O3 -1.591 -1.694 1.043  -0.095
H5 -0.893 -1.939 0.381  0.007
H6 -1.066 -1.488 1.871  0.076
O4 -1.969 0.877 0.135  -0.063
H7 -2.085 1.437 0.891  0.051
H8 -2.020 -0.028 0.512  0.026
O5 -0.362 0.351 -2.142  -0.068
H9 0.293 1.045 -1.990  0.017
H10 -1.196 0.619 -1.664  0.061
O6 1.969 1.583 -1.186  -0.052
H11 2.054 2.480 -1.534  0.060
H12 1.537 1.716 -0.353  -0.031
O7 0.320 -1.840 -0.878  -0.072
H13 -0.230 -2.386 -1.416  0.058
H14 0.290 -0.955 -1.351  0.037

---

[4]
Below is a 2-piece molecular cluster, C9H14S overall, with properties calculated with wB97M-V/def2-TZVPD.

Total charge: 0
Orbital gap (eV): 9.6
SMILES: Cc1ccccc1.CCS
E_tot (eV): -20393.332
ΔE to the lowest compared entry with this formula, charge and spin (kcal per mole): 45.06
Highest occupied orbital energy (eV): -8.7

Last column: Löwdin charge in e.
Positions of all 24 atoms, in Å:
C1 -2.575 -1.959 -0.631  -0.065
C2 -1.999 -0.685 -0.159  -0.298
C3 -2.192 0.591 -0.697  -0.055
C4 -1.537 1.725 -0.225  -0.125
C5 -0.654 1.656 0.824  -0.132
C6 -0.354 0.379 1.409  -0.109
C7 -1.056 -0.693 0.899  -0.068
H1 -2.334 -1.836 -1.868  0.153
H2 -3.661 -2.105 -0.508  0.075
H3 -2.044 -2.854 -0.301  0.065
H4 -2.741 0.801 -1.554  0.087
H5 -1.339 2.713 -0.716  0.120
H6 -0.100 2.601 1.299  0.144
H7 0.325 0.281 2.189  0.076
H8 -1.017 -1.575 1.576  0.120
C8 2.772 -0.873 0.044  -0.264
C9 2.721 0.608 0.058  -0.630
S1 1.994 0.966 -1.573  0.681
H9 2.370 -1.288 1.050  0.093
H10 3.739 -1.371 -0.127  0.064
H11 2.133 -1.459 -0.719  0.074
H12 2.097 0.981 0.862  0.028
H13 3.746 1.103 0.193  0.096
H14 1.705 2.288 -1.325  -0.131

---

[5]
Below is C17H20AgF17O8P as an isolated structure, with properties calculated with wB97M-V/def2-TZVPD.

Total charge: +1
Orbital gap (eV): 7.3
E_tot (eV): -93811.675
Highest occupied orbital energy (eV): -12.8

Last column: Löwdin charge in e.
Positions of all 64 atoms, in Å:
O1 0.765 -1.924 3.314  -0.169
P1 1.421 -1.310 2.195  0.410
O2 2.414 -2.357 1.509  -0.156
C1 2.109 -2.657 0.108  -0.182
C2 3.067 -3.716 -0.429  -0.143
C3 4.307 -3.128 -1.122  -0.277
O3 4.879 -4.065 -2.004  -0.050
O4 0.460 -0.796 1.038  -0.168
C4 -0.592 0.087 1.480  -0.161
C5 -0.544 1.473 0.832  -0.027
C6 -0.582 1.503 -0.684  -0.465
F1 0.393 0.737 -1.207  0.133
F2 -0.273 2.751 -1.060  0.148
C7 -1.895 1.039 -1.358  -0.357
F3 -2.067 -0.259 -1.087  0.168
F4 -1.675 1.116 -2.672  0.175
C8 -3.156 1.913 -1.070  -0.375
F5 -3.602 2.454 -2.173  0.212
F6 -2.863 2.952 -0.277  0.161
C9 -4.304 1.153 -0.318  -0.346
F7 -5.189 2.099 -0.042  0.182
F8 -3.797 0.756 0.861  0.155
C10 -5.020 0.046 -1.153  -0.353
F9 -6.252 0.471 -1.409  0.187
F10 -4.462 -0.087 -2.349  0.183
C11 -5.130 -1.387 -0.531  -0.353
F11 -5.264 -2.215 -1.570  0.179
F12 -4.037 -1.796 0.109  0.167
C12 -6.370 -1.683 0.370  -0.391
F13 -6.190 -2.934 0.807  0.176
F14 -7.488 -1.717 -0.304  0.213
C13 -6.534 -0.827 1.649  -0.615
F15 -6.928 0.392 1.411  0.222
F16 -5.473 -0.866 2.405  0.215
F17 -7.498 -1.401 2.354  0.195
O5 2.318 0.012 2.636  -0.177
C14 3.536 0.120 1.877  -0.233
O6 3.905 1.485 1.866  -0.158
C15 3.089 2.257 0.927  -0.274
O7 3.833 3.084 0.166  -0.046
C16 4.647 2.385 -0.786  -0.146
C17 4.472 2.991 -2.180  -0.221
O8 3.108 3.033 -2.550  -0.040
H1 2.220 -1.738 -0.472  0.110
H2 1.102 -3.061 0.021  0.131
H3 2.533 -4.296 -1.191  0.127
H4 3.380 -4.427 0.339  0.133
H5 4.042 -2.226 -1.689  0.112
H6 5.035 -2.796 -0.367  0.118
H7 4.503 -4.938 -1.853  0.087
H8 -1.571 -0.375 1.359  0.125
H9 -0.483 0.233 2.561  0.123
H10 -1.303 2.087 1.316  0.141
H11 0.417 1.913 1.110  0.104
H12 3.439 -0.206 0.839  0.125
H13 4.293 -0.478 2.381  0.155
H14 2.403 2.879 1.523  0.119
H15 2.460 1.630 0.279  0.134
H16 5.700 2.444 -0.497  0.138
H17 4.348 1.330 -0.860  0.124
H18 5.033 2.348 -2.870  0.130
H19 4.933 3.978 -2.220  0.129
H20 2.908 2.192 -2.980  0.095
Ag1 3.065 2.325 3.692  0.938